[1]
{
  "formula": "C31H42N2O4",
  "method": "ωB97M-V/def2-TZVPD",
  "homo_ha": -0.2703,
  "charge": 0,
  "orbital_gap_ev": 7.79,
  "species": ["C", "C", "C", "C", "C", "C", "C", "C", "O", "O", "C", "C", "C", "C", "C", "N", "C", "C", "C", "C", "C", "C", "C", "C", "N", "C", "C", "C", "C", "C", "O", "C", "C", "C", "O", "C", "C", "H", "H", "H", "H", "H", "H", "H", "H", "H", "H", "H", "H", "H", "H", "H", "H", "H", "H", "H", "H", "H", "H", "H", "H", "H", "H", "H", "H", "H", "H", "H", "H", "H", "H", "H", "H", "H", "H", "H", "H", "H", "H"],
  "coordinates": [[-0.354266, 3.714374, -1.233342], [-1.049702, 4.225407, 0.023563], [-0.219708, 5.236374, 0.819747], [1.146999, 4.750353, 1.307438], [1.110899, 3.862531, 2.561056], [0.406067, 2.558389, 2.349968], [-0.773928, 2.346752, 2.983199], [-1.611917, 1.203356, 2.722863], [-2.667338, 0.962180, 3.261787], [-1.189165, 0.368269, 1.731281], [0.035075, 0.457416, 1.172751], [0.369029, -0.564019, 0.282572], [-0.597344, -1.690252, 0.001936], [-0.059788, -3.020346, 0.548267], [0.437829, -2.896859, 1.993452], [-0.469483, -2.120841, 2.816144], [-1.685215, -2.815611, 3.202754], [-1.367012, -3.587728, 4.504876], [-0.134460, -2.867939, 5.072943], [0.085803, -1.700998, 4.087436], [-0.918289, -1.708636, -1.476215], [-0.867079, -2.839248, -2.274461], [-1.179256, -2.786048, -3.621952], [-1.553572, -1.589545, -4.233995], [-1.801674, -1.491086, -5.600230], [-1.524335, -2.628181, -6.442847], [-2.941616, -0.730064, -6.059489], [-1.596099, -0.447107, -3.426467], [-1.294877, -0.513447, -2.084547], [1.614156, -0.517142, -0.341847], [1.888052, -1.511155, -1.222064], [3.062055, -1.450822, -1.991592], [2.515513, 0.499555, -0.028185], [2.189051, 1.498711, 0.870989], [3.076532, 2.464686, 1.234793], [4.370289, 2.463526, 0.684593], [0.904730, 1.530732, 1.464902], [0.001128, 4.545336, -1.839984], [-1.047871, 3.126544, -1.830416], [0.490342, 3.075400, -0.985504], [-1.320235, 3.379440, 0.653801], [-1.979342, 4.721061, -0.268155], [-0.054506, 6.109023, 0.181117], [-0.807637, 5.568877, 1.678630], [1.657860, 4.229727, 0.501265], [1.747140, 5.628564, 1.558836], [0.600624, 4.407163, 3.358313], [2.137334, 3.675834, 2.876493], [-1.176487, 3.068568, 3.676419], [-1.515604, -1.461274, 0.549512], [0.772970, -3.364283, -0.065585], [-0.857704, -3.762594, 0.491953], [1.395150, -2.367258, 1.987008], [0.618724, -3.910567, 2.392187], [-2.039281, -3.464882, 2.404431], [-2.444900, -2.053405, 3.395559], [-2.210827, -3.557194, 5.191231], [-1.145689, -4.633548, 4.289368], [0.735684, -3.525738, 5.079761], [-0.294334, -2.506609, 6.086789], [1.133186, -1.413206, 3.988244], [-0.484791, -0.828566, 4.421634], [-0.588859, -3.793478, -1.855674], [-1.139383, -3.701545, -4.191237], [-1.537833, -2.294260, -7.481254], [-0.531829, -3.017107, -6.221965], [-2.261137, -3.437140, -6.334256], [-3.211783, 0.034740, -5.338868], [-3.816204, -1.377279, -6.214613], [-2.699682, -0.247524, -7.009601], [-1.850818, 0.509549, -3.857950], [-1.343454, 0.387491, -1.489039], [3.122375, -0.519689, -2.563553], [3.960652, -1.561839, -1.374467], [2.999233, -2.289690, -2.683072], [3.489256, 0.497060, -0.486464], [4.875281, 3.317808, 1.133501], [4.917708, 1.549607, 0.936138], [4.349583, 2.591348, -0.402612]],
  "forces_ev_per_a": [[-0.145, 0.019, 0.188], [0.062, 0.093, -0.096], [0.023, -0.155, -0.021], [-0.192, 0.098, 0.085], [0.185, 0.150, -0.044], [-0.457, -0.040, 0.590], [0.458, 0.156, -0.134], [-0.489, 0.089, 0.355], [0.340, -0.033, -0.202], [-0.212, 0.114, -0.150], [0.898, 0.067, -0.392], [-0.153, -0.106, 0.060], [0.139, -0.111, 0.057], [-0.039, 0.143, 0.231], [-0.027, -0.155, -0.138], [0.193, -0.051, -0.096], [-0.205, -0.001, 0.033], [-0.030, -0.060, -0.105], [0.104, 0.100, -0.027], [0.076, 0.078, 0.176], [-0.214, -0.110, -0.079], [-0.029, 0.179, 0.256], [-0.118, -0.002, -0.321], [0.174, -0.062, 0.276], [0.074, -0.006, -0.326], [0.048, 0.078, 0.077], [-0.025, 0.054, -0.040], [-0.093, 0.056, -0.014], [-0.090, -0.154, -0.060], [-0.295, 0.270, 0.354], [-0.257, 0.143, 0.389], [0.283, 0.001, -0.183], [0.429, 0.030, -0.218], [-0.296, -0.166, 0.029], [-0.394, -0.189, 0.084], [0.255, 0.017, -0.127], [0.051, -0.200, -0.184], [0.078, 0.064, -0.127], [-0.016, -0.077, -0.121], [0.127, -0.072, -0.052], [-0.113, 0.027, -0.034], [-0.049, -0.057, 0.052], [-0.054, 0.057, 0.031], [-0.018, 0.123, 0.037], [0.116, 0.030, -0.035], [0.074, -0.044, -0.042], [-0.006, -0.038, 0.016], [-0.093, 0.053, 0.084], [-0.033, 0.063, 0.027], [0.116, -0.054, -0.094], [-0.049, -0.128, -0.030], [0.005, -0.098, -0.065], [-0.004, -0.068, 0.027], [0.096, 0.021, -0.018], [-0.067, 0.022, -0.063], [-0.091, -0.071, -0.034], [-0.043, -0.069, 0.014], [-0.033, -0.016, 0.057], [-0.006, -0.005, 0.054], [0.054, -0.027, 0.071], [-0.013, 0.051, -0.037], [0.060, 0.042, 0.077], [0.062, -0.102, 0.083], [-0.006, -0.063, -0.092], [0.000, -0.054, -0.004], [0.006, -0.073, -0.041], [0.001, -0.045, 0.006], [-0.025, 0.026, -0.037], [-0.042, 0.022, 0.015], [-0.087, 0.022, 0.015], [-0.003, 0.077, -0.054], [0.012, 0.130, 0.049], [-0.016, -0.026, 0.042], [-0.057, 0.025, -0.021], [0.044, 0.065, 0.027], [0.098, 0.009, -0.027], [0.009, -0.070, -0.058], [-0.049, 0.024, -0.021], [-0.015, -0.027, 0.043]]
}

***

[2]
{
  "formula": "CH4N3",
  "method": "ωB97M-V/def2-TZVPD",
  "homo_ha": -0.6091,
  "charge": 1,
  "orbital_gap_ev": 11.57,
  "species": ["N", "N", "C", "N", "H", "H", "H", "H"],
  "coordinates": [[-0.408777, -0.771595, -0.515588], [-0.170759, -0.107621, 0.734697], [0.451143, 1.161581, 0.709878], [1.480086, 0.481195, 0.817873], [-0.819673, -0.176230, -1.263865], [-1.073751, -1.536766, -0.288418], [0.451166, -1.220852, -0.897595], [0.090565, 2.170288, 0.703018]],
  "forces_ev_per_a": [[0.076, -0.241, -1.421], [1.611, -0.014, 1.662], [0.357, -0.031, -0.514], [-2.071, -0.665, -0.194], [0.150, -0.276, 0.375], [0.313, 0.452, -0.122], [-0.382, 0.312, 0.295], [-0.054, 0.463, -0.081]]
}

***

[3]
{
  "formula": "C5H9NO",
  "method": "ωB97M-V/def2-TZVPD",
  "homo_ha": [-0.5345, -0.5213],
  "s2": 0.758,
  "charge": 1,
  "spin_multiplicity": 2,
  "orbital_gap_ev": [10.24, 5.18],
  "species": ["O", "C", "C", "C", "C", "C", "N", "H", "H", "H", "H", "H", "H", "H", "H", "H"],
  "coordinates": [[-0.772320, -2.299594, 0.425751], [0.010513, -1.875399, -0.366347], [0.107530, -0.383406, -0.664247], [0.775179, 0.353811, 0.536460], [-0.366274, 0.793593, 1.515523], [-1.357529, 1.562479, 1.125784], [0.920551, -0.117627, -1.851092], [0.639518, -2.670186, -0.828046], [-0.841952, 0.066569, -0.925702], [1.305075, 1.255437, 0.239723], [1.486600, -0.248192, 1.097908], [-0.201282, 0.238206, 2.429518], [-2.177117, 1.833004, 1.782191], [-1.470020, 2.096182, 0.185082], [1.628006, -0.803351, -2.093608], [0.313528, 0.198478, -2.608903]],
  "forces_ev_per_a": [[-0.045, 1.036, -0.169], [-0.655, -2.456, 1.173], [2.154, 1.857, -2.791], [-0.948, 1.093, 2.124], [2.102, -1.876, -1.276], [-1.234, 1.109, 0.586], [-2.168, -1.261, 0.884], [0.393, 0.911, -0.413], [-0.419, -0.272, 0.640], [-0.062, -0.181, -0.648], [-0.005, -0.300, -0.269], [-0.961, 0.488, 0.443], [0.180, -0.146, 0.319], [0.477, -0.474, -0.264], [0.348, 0.431, -0.113], [0.844, 0.040, -0.224]]
}